(1)
C19H30N3O2 | ωB97M-V with the def2-TZVPD basis set

HOMO-LUMO gap, eV: 7.770
SMILES: Cc1c(C)n(CC[NH+](C)C)c2ccc(C(=O)OCCN(C)C)cc12
E_HOMO, eV: -10.27
Energy relative to the best compared isomer or geometry (same formula, charge and spin), kcal per mole: 16.1
Net charge: +1
LUMO energy, eV: -2.50
E_tot, eV: -28749.4934

Geometry as XYZ:
```
54
Properties=species:S:1:pos:R:3:lowdin_charge:R:1
C -0.97614 0.37558 -2.82322 -0.018
C 0.00720 -0.41579 -2.03627 -0.171
C 0.82364 -1.42731 -2.46232 -0.252
C 1.07709 -1.90585 -3.85396 0.000
N 1.62378 -1.86393 -1.39340 -0.039
C 2.29307 -3.12952 -1.34283 -0.089
C 1.35872 -4.15643 -0.66975 -0.083
N 0.01193 -4.09378 -1.30326 -0.189
C -0.17481 -5.14655 -2.31408 0.003
C -1.07801 -4.11077 -0.31290 0.019
C 1.27343 -1.14628 -0.27257 -0.177
C 1.75175 -1.22767 1.03083 -0.002
C 1.21327 -0.36420 1.95736 0.005
C 0.21480 0.55884 1.60838 -0.105
C -0.29231 1.45792 2.68164 -0.451
O 0.17679 1.49327 3.79302 0.121
O -1.33135 2.18705 2.27563 0.004
C -1.83963 3.15202 3.19296 -0.135
C -0.93264 4.38310 3.26436 -0.187
N -0.70529 4.96679 1.95467 -0.280
C -1.84163 5.73731 1.49133 -0.099
C 0.50459 5.76471 1.92968 -0.104
C -0.25921 0.64498 0.31123 0.076
C 0.26837 -0.22357 -0.63935 -0.104
H -1.91280 0.46083 -2.27556 0.088
H -1.17557 -0.07592 -3.79129 0.074
H -0.59674 1.38372 -2.98488 0.098
H 0.79038 -2.94451 -4.02737 0.068
H 2.13387 -1.79988 -4.09725 0.099
H 0.51859 -1.28819 -4.55028 0.085
H 3.21140 -3.04830 -0.75679 0.142
H 2.56286 -3.44024 -2.35367 0.128
H 1.75854 -5.16796 -0.74021 0.141
H 1.25843 -3.89065 0.38373 0.126
H -0.02278 -3.16315 -1.78145 0.145
H 0.65861 -5.15363 -3.01381 0.106
H -1.09731 -4.98004 -2.86767 0.116
H -0.23137 -6.11926 -1.82706 0.116
H -2.04078 -4.04589 -0.81664 0.114
H -0.98249 -3.26209 0.36276 0.113
H -1.04405 -5.03445 0.26287 0.118
H 2.53540 -1.91631 1.30885 0.113
H 1.55327 -0.37195 2.98109 0.124
H -1.91276 2.70467 4.18984 0.131
H -2.83458 3.39821 2.82174 0.121
H 0.03032 4.06259 3.66810 0.117
H -1.38158 5.09849 3.97498 0.133
H -1.62603 6.11892 0.49487 0.085
H -2.07046 6.58869 2.15100 0.092
H -2.72037 5.09908 1.42894 0.076
H 0.45964 6.62882 2.60920 0.090
H 0.66419 6.12977 0.91631 0.083
H 1.35361 5.14303 2.21055 0.084
H -1.00687 1.37568 0.05193 0.131
```

---

(2)
C19H30N3OPSiZr | ωB97M-V with the def2-TZVPD basis set

HOMO-LUMO gap, eV: 4.849
E_HOMO, eV: -6.34
LUMO energy, eV: -1.49
E_tot, eV: -45153.9705

Geometry as XYZ:
```
56
Properties=species:S:1:pos:R:3:lowdin_charge:R:1
Zr 0.10020 0.03146 0.05361 1.169
Si 2.62919 0.14966 -0.68679 0.410
P -0.57732 0.48894 -2.49004 0.697
N -0.21852 -1.87441 -0.42607 -0.254
H -0.28640 3.08465 2.02968 0.112
C -2.32263 0.78416 -2.87586 -0.266
H -2.48076 0.92974 -3.95021 0.048
H -2.68568 1.66870 -2.33930 0.041
H -2.92649 -0.06780 -2.54225 0.048
C 0.27756 1.93430 -3.18081 -0.272
H -0.05755 2.10302 -4.21175 0.046
H 1.36543 1.78709 -3.17167 0.031
H 0.05921 2.83009 -2.58220 0.035
C -0.10772 -0.90886 -3.55443 -0.272
H -0.24748 -0.66244 -4.61448 0.047
H -0.71717 -1.78449 -3.29963 0.046
H 0.93796 -1.18581 -3.37397 0.027
C 3.13334 1.95317 -0.41060 -0.368
H 2.88254 2.34683 0.58533 -0.005
H 2.69061 2.62929 -1.15517 0.000
H 4.22785 1.98867 -0.51453 0.008
H 3.44784 -0.67170 0.27986 -0.097
H 2.93145 -0.25489 -2.11457 -0.093
C -0.06620 -3.17959 -0.56735 -0.475
C -1.11572 -5.38264 -0.43549 -0.126
C -1.18101 -4.01482 -0.24362 -0.082
C 1.15325 -3.81493 -0.99958 -0.057
C 1.18902 -5.18416 -1.17812 -0.129
C 0.06573 -5.97678 -0.90940 -0.135
H -1.99755 -5.98605 -0.22034 0.093
H -2.06855 -3.50803 0.12634 0.088
H 2.02713 -3.17422 -1.18370 0.089
H 2.10671 -5.67206 -1.54170 0.100
H 0.10208 -7.06134 -1.06411 0.089
C -0.84128 3.08994 1.07280 -0.520
O -0.64707 1.81080 0.45269 -0.484
C -2.31559 3.22501 1.40910 -0.053
H -2.69105 4.24129 1.29306 0.075
H -2.48145 2.92678 2.44828 0.074
H -2.90856 2.56057 0.77886 0.076
C -0.24663 4.20965 0.23863 -0.055
H -0.98935 4.57189 -0.47156 0.077
H 0.64652 3.89602 -0.30966 0.059
H 0.04619 5.06109 0.86088 0.082
N -0.11257 0.04619 7.44876 0.180
C 0.02193 -0.02278 6.28452 -0.152
C 0.15915 -0.08197 4.86090 -0.198
C -0.35936 -1.16005 4.13765 0.020
C -0.08442 -1.25498 2.78339 -0.072
N 0.64678 -0.28700 2.17085 -0.102
C 1.12973 0.78793 2.84277 -0.095
C 0.86664 0.93276 4.19619 0.018
H -0.98517 -1.91735 4.60395 0.132
H -0.39492 -2.08510 2.13665 0.110
H 1.74570 1.47767 2.25226 0.110
H 1.19829 1.82850 4.70136 0.127
```